No. 1
14
Properties=species:S:1:pos:R:3:mulliken_charge:R:1 method="wB97M-V/def2-TZVPD" gap_ev=10.6 e_lumo_ev=0.9 homo_energy_ev=-9.68 e_above_lowest_ev=3.799 e_tot_ev=-9843.4803
O -2.4199 0.9393 -0.5136 -0.37
N -1.3980 1.2586 0.3681 -0.56
C -0.4490 0.4310 0.2778 0.39
C 0.9348 0.5065 0.8866 -0.50
C 1.3503 -0.1858 -0.4226 -0.55
C -0.0573 -0.7599 -0.6257 -0.09
O -0.3279 -2.0425 -0.1241 -0.53
H -3.1253 1.5360 -0.2362 0.37
H 0.9807 -0.1031 1.7953 0.24
H 1.4085 1.4735 1.0738 0.30
H 2.2346 -0.8360 -0.4628 0.31
H 1.2544 0.6550 -1.1309 0.27
H -0.3924 -0.7712 -1.6645 0.40
H 0.0064 -2.1015 0.7789 0.33

=====

No. 2
20
Properties=species:S:1:pos:R:3:mulliken_charge:R:1 method="wB97M-V/def2-TZVPD" gap_ev=11.3 e_lumo_ev=0.8 homo_energy_ev=-10.42 e_above_lowest_ev=1.859 e_tot_ev=-10510.4476
C -1.2648 -1.7422 1.3140 -1.04
C -0.9024 -0.2350 1.4543 -0.48
C -0.3009 0.1152 0.0518 0.36
C -0.8504 1.3216 -0.8064 -1.64
C 1.2764 0.2290 0.0929 -0.60
C 1.8234 0.0944 -1.3102 0.39
O 1.7313 -0.8267 -2.0345 -0.56
O 2.6070 1.0980 -1.7408 -0.48
H -1.0031 -2.1322 0.2712 0.32
H -0.9323 -2.2657 2.1799 0.29
H -2.3662 -1.7694 1.2328 0.30
H -0.2766 -0.0033 2.3690 0.37
H -1.8016 0.3069 1.7387 0.36
H -0.6318 -0.6667 -0.7213 0.15
H -1.8485 0.9999 -0.9222 0.42
H -0.9605 2.2961 -0.2160 0.31
H -0.3539 1.5959 -1.6355 0.45
H 1.2663 1.2380 0.4699 0.31
H 1.6964 -0.4969 0.7924 0.42
H 3.0921 0.8430 -2.5798 0.35

=====

No. 3
31
Properties=species:S:1:pos:R:3:mulliken_charge:R:1 method="wB97M-V/def2-TZVPD" gap_ev=6.7 e_lumo_ev=-1.2 homo_energy_ev=-7.83 e_above_lowest_ev=13.721 e_tot_ev=-20177.4649
C -0.4720 -2.2082 0.8851 -0.91
N -1.5585 -1.8519 -0.0880 0.97
O -1.4304 -0.8278 -0.7852 -0.33
O -2.4681 -2.5235 -0.0862 -0.59
H 0.1625 -1.3597 1.1411 0.94
H 0.0834 -3.0138 0.4048 0.38
H -0.8697 -2.5989 1.8218 0.38
C 0.9230 1.0541 1.0329 -0.29
O 1.9003 1.6138 1.5397 -0.70
N -0.3700 1.2136 1.4665 0.23
C -1.3315 0.1209 1.4490 0.66
C -0.6725 2.3667 2.2485 -1.20
H 0.9717 0.3108 0.2221 1.02
H -1.3501 -0.4890 2.3522 0.31
H -1.1019 -0.6189 0.6821 -1.61
H -2.3372 0.4870 1.2424 0.37
H 0.2176 2.9658 2.4406 0.38
H -1.6604 2.7851 2.0557 0.32
H -0.7676 1.9169 3.2368 0.40
C 2.0909 -0.0797 -3.0020 0.11
O 1.9661 -0.3095 -4.2098 -0.56
N 1.0911 -0.1629 -2.0862 0.11
C 1.4504 -0.0116 -0.6731 -1.75
C -0.2804 0.1903 -2.3715 -1.03
H 3.0652 -0.1847 -2.5001 0.29
H 1.4352 1.0723 -0.5594 0.47
H 2.3472 -0.5199 -0.3190 0.30
H 0.7108 -0.4549 -0.0063 0.23
H -0.9929 -0.4235 -1.8205 0.27
H -0.3889 1.2689 -2.2586 0.37
H -0.3633 0.2721 -3.4553 0.46

=====

Maximum force: 0.02710; 0.12335; 0.25085 (Eh/bohr)